Below is one molecule with the formula C3H4O2S in a non-equilibrium geometry, with properties calculated with the ωB97M-V functional and the def2-TZVPD basis.

Geometry as XYZ:
```
10
C3H4O2S the ωB97M-V functional and the def2-TZVPD basis
C -0.965 0.033 -0.089
C 1.622 -0.211 0.099
C 1.086 1.270 -0.105
H 2.342 -0.445 1.072
H 2.185 -0.438 -0.850
H 1.463 1.627 -1.007
H 1.452 1.992 0.810
O -2.195 0.179 0.055
O -0.314 1.305 0.054
S 0.136 -1.322 -0.021
```

Properties
Highest occupied orbital energy = -10.096 eV
Total charge = 0
Molar mass = 104.13 g/mol
Frontier orbital gap = 10.6 eV
ΔE to the lowest compared entry with this formula, charge and spin = 29.6 kcal per mole
2S+1 = 1